No. 1
14
Properties=species:S:1:pos:R:3:forces:R:3 method="wB97M-V/def2-TZVPD" homo_lumo_gap_ev=9.984 mol_weight_g_mol=114.1 e_homo_ev=-8.9 max_force_ha_per_bohr=0.083 energy_ha=-611.2500 relative_energy_kcal_mol=22.91 smiles="C[C@]12C=CCP1O2"
C -0.973126 1.285313 0.560905 1.3 -1.9 -1.3
C -0.191456 0.221966 0.825794 -0.5 0.7 -1.0
C -1.574949 1.423271 -0.812852 4.2 -1.0 -0.2
C 0.020060 -0.685298 -0.359817 -0.2 -0.3 0.6
C 0.525859 -2.083809 0.036821 1.3 3.4 -2.3
O 0.699693 -0.005085 -1.502524 1.1 0.0 1.2
P -0.899095 -0.066759 -1.775200 -1.9 -0.2 -0.2
H -1.067267 2.006393 1.273228 -0.6 2.1 1.9
H 0.271578 0.037234 1.808977 -0.2 0.0 -0.6
H -2.575216 1.431680 -0.772325 -4.0 -0.3 0.0
H -1.324999 2.305222 -1.400948 0.4 0.3 0.3
H -0.167872 -2.551019 0.615596 -1.9 -1.3 1.8
H 1.407810 -1.766329 0.584890 0.5 -1.0 0.2
H 0.730145 -2.648183 -0.848325 0.4 -0.5 -0.3


No. 2
13
Properties=species:S:1:pos:R:3:forces:R:3 method="wB97M-V/def2-TZVPD" homo_lumo_gap_ev=9.081 mol_weight_g_mol=98.1 e_homo_ev=-8.5 max_force_ha_per_bohr=0.123 energy_ha=-535.8908 relative_energy_kcal_mol=77.61
C 0.528997 1.624033 -0.381928 -1.3 0.1 0.6
C -0.263364 -0.719430 -0.921601 0.7 0.4 -0.8
C -0.955506 0.555759 1.494259 1.0 -1.0 -5.2
C 0.942606 0.224975 -0.612324 -1.6 0.4 1.1
C 0.460227 -0.722649 0.375511 -4.9 4.0 0.1
P -0.574233 2.200126 0.774337 1.3 -0.8 -0.8
H 0.883136 2.148959 -1.227389 0.3 1.6 -0.4
H -1.227050 -0.221216 -1.006904 0.3 0.0 0.1
H -0.141828 -1.476628 -1.690804 0.3 -0.2 0.3
H -1.986269 0.313087 1.134702 0.9 -0.4 0.2
H -0.894872 0.425667 2.486249 0.4 -0.4 3.6
H 1.869882 0.273974 -1.109565 1.0 -1.1 -0.6
H 0.706965 -1.521575 0.925797 1.5 -2.6 1.7


No. 3
14
Properties=species:S:1:pos:R:3:forces:R:3 method="wB97M-V/def2-TZVPD" homo_lumo_gap_ev=8.977 mol_weight_g_mol=130.2 e_homo_ev=-8.5 max_force_ha_per_bohr=0.090 energy_ha=-934.1960 relative_energy_kcal_mol=27.10 smiles="C=C1C=CP(S)C1"
C -0.219641 -1.377451 -0.186337 -0.5 -1.7 0.9
C 0.997059 -1.528304 0.348685 -0.4 -0.2 -0.2
C -0.796651 -0.051361 -0.079422 2.5 3.1 0.9
C -2.039885 0.376363 -0.185730 1.1 -1.5 0.0
C 0.447023 1.077429 0.305114 -3.9 -1.3 -2.1
P 1.698909 -0.002744 0.931281 2.4 0.1 0.6
S 3.014648 0.042687 -0.763818 0.1 0.0 -0.2
H -0.793643 -2.307693 -0.391579 0.1 1.0 -0.4
H 1.557257 -2.461776 0.475469 -0.4 0.3 -0.2
H -2.390290 1.358285 -0.050410 -0.3 0.9 0.1
H -2.638810 -0.462451 -0.357161 -1.9 -0.6 -0.4
H 0.645050 1.392895 -0.757655 0.1 0.4 1.4
H -0.026308 1.831690 0.988027 0.9 -0.6 -0.8
H 4.194902 0.307706 -0.220123 0.3 0.2 0.4


No. 4
13
Properties=species:S:1:pos:R:3:forces:R:3 method="wB97M-V/def2-TZVPD" homo_lumo_gap_ev=10.647 mol_weight_g_mol=68.1 e_homo_ev=-9.4 max_force_ha_per_bohr=0.004 energy_ha=-195.2538 relative_energy_kcal_mol=24.00 smiles="C[C@@H]1C=CC1"
C -0.244723 0.048446 0.507914 -0.1 -0.1 0.1
C -1.308690 -0.982730 0.169065 0.0 0.0 0.0
C -0.127003 1.287775 -0.362407 0.1 0.1 0.0
C 1.156103 1.076365 -0.661671 0.0 0.1 -0.1
C 1.230618 -0.243056 0.073820 0.1 -0.1 0.1
H -1.156957 -1.907681 0.737675 0.0 0.1 -0.1
H -0.295119 0.295198 1.576753 0.0 0.0 -0.1
H -1.291626 -1.229151 -0.898937 0.0 0.0 0.1
H -2.307452 -0.601199 0.411869 0.1 -0.1 -0.1
H -0.839758 2.061969 -0.636530 0.1 -0.1 0.1
H 1.897726 1.643360 -1.216834 -0.1 -0.1 0.0
H 1.319904 -1.118004 -0.581775 0.0 0.1 0.1
H 1.966975 -0.331289 0.881063 -0.1 0.0 -0.1


No. 5
13
Properties=species:S:1:pos:R:3:forces:R:3 method="wB97M-V/def2-TZVPD" homo_lumo_gap_ev=10.197 mol_weight_g_mol=68.1 e_homo_ev=-9.0 max_force_ha_per_bohr=0.013 energy_ha=-195.2844 relative_energy_kcal_mol=4.82 smiles="C1=CCCC1"
C 0.866898 0.607584 0.380548 0.1 -0.1 -0.1
C 0.900986 -0.478144 -0.755643 0.1 0.0 0.2
C -0.499861 -1.037665 -0.702084 -0.1 0.0 0.2
C -1.260251 -0.408686 0.191332 -0.1 -0.1 -0.2
C -0.624122 0.872080 0.671897 0.0 0.0 0.0
H 1.451713 1.511658 0.181938 -0.2 -0.2 -0.1
H 1.280915 0.156633 1.291413 0.1 0.0 -0.3
H 1.199644 -0.199493 -1.780531 -0.1 0.5 0.4
H 1.627516 -1.245585 -0.463913 -0.1 0.0 -0.1
H -0.854711 -1.840922 -1.342855 0.2 -0.1 0.3
H -2.225655 -0.760120 0.536470 -0.2 0.2 -0.3
H -1.016735 1.708633 0.072782 0.1 -0.2 0.1
H -0.846336 1.114027 1.718646 0.2 -0.1 -0.2


No. 6
13
Properties=species:S:1:pos:R:3:forces:R:3 method="wB97M-V/def2-TZVPD" homo_lumo_gap_ev=10.346 mol_weight_g_mol=68.1 e_homo_ev=-9.1 max_force_ha_per_bohr=0.081 energy_ha=-195.2056 relative_energy_kcal_mol=54.26 smiles="C=CC1CC1"
C 2.317073 -0.007402 0.070464 -4.1 0.2 -0.5
C 0.963229 -0.054617 -0.236300 1.9 1.0 -1.2
C -0.292768 -0.034623 0.591237 0.1 -1.8 0.9
C -1.322461 0.838252 -0.028672 1.3 -2.4 -1.7
C -1.410587 -0.751460 -0.174476 1.6 0.3 -1.1
H 2.519312 -0.223604 1.089606 0.8 0.2 0.8
H 3.056629 0.391586 -0.615133 0.0 -0.7 0.0
H 0.616964 0.053974 -1.311030 0.9 0.1 1.0
H -0.235497 -0.315176 1.634224 0.1 0.7 0.3
H -0.908134 1.416775 -0.812760 0.2 0.3 -0.9
H -2.091069 1.381828 0.417043 -1.2 0.1 1.3
H -2.287090 -1.165949 0.262402 -0.3 -0.2 0.9
H -0.925604 -1.529580 -0.886599 -1.3 2.2 0.3


No. 7
13
Properties=species:S:1:pos:R:3:forces:R:3 method="wB97M-V/def2-TZVPD" homo_lumo_gap_ev=6.570 mol_weight_g_mol=68.1 e_homo_ev=-7.3 max_force_ha_per_bohr=0.076 energy_ha=-195.1051 relative_energy_kcal_mol=117.30
C 1.772741 0.086255 0.780655 1.4 -3.6 -0.9
C 1.316592 0.070906 -0.625430 -1.2 3.6 0.2
C -0.046460 -0.548511 -0.499079 2.1 -0.5 2.9
C -1.147224 0.214118 -0.016567 -0.8 0.6 0.6
C -2.438530 -0.139108 -0.023111 0.5 -0.6 -0.2
H 2.558134 -0.641030 1.015660 -0.8 -0.5 0.5
H 1.969322 1.003624 1.320767 -0.9 0.2 -0.1
H 1.110866 1.126845 -0.369897 -0.6 0.5 -2.8
H 1.760572 -0.072288 -1.603913 1.0 -0.1 0.4
H -0.062253 -1.631679 -0.389127 -0.3 0.0 -0.4
H -0.879265 1.153551 0.460974 -0.1 0.1 -0.3
H -2.704188 -1.097888 -0.459766 -0.2 0.1 0.1
H -3.210310 0.475210 0.408832 -0.1 0.1 -0.1


No. 8
13
Properties=species:S:1:pos:R:3:forces:R:3 method="wB97M-V/def2-TZVPD" homo_lumo_gap_ev=10.284 mol_weight_g_mol=68.1 e_homo_ev=-9.0 max_force_ha_per_bohr=0.017 energy_ha=-195.2872 relative_energy_kcal_mol=3.05 smiles="C1=CCCC1"
C -0.617754 0.861594 0.394648 0.0 0.0 0.1
C -0.046459 0.712568 -1.032433 0.0 0.0 0.0
C 0.906511 -0.452819 -0.882242 0.0 -0.1 0.1
C 0.731273 -1.093549 0.272646 0.0 0.0 -0.2
C -0.405990 -0.525053 1.073155 0.0 0.0 0.0
H -1.639896 1.252461 0.414912 0.1 -0.2 0.0
H 0.005098 1.597314 0.923210 -0.1 -0.3 0.0
H -0.839989 0.473882 -1.755719 0.1 -0.1 0.1
H 0.440942 1.623704 -1.405985 -0.1 -0.2 0.2
H 1.588423 -0.757591 -1.670750 -0.1 0.0 0.1
H 1.158709 -2.047592 0.561750 0.3 0.2 -0.1
H -1.175090 -1.313268 0.987034 -0.5 0.8 -0.1
H -0.242817 -0.425170 2.152554 0.3 0.0 -0.2


No. 9
13
Properties=species:S:1:pos:R:3:forces:R:3 method="wB97M-V/def2-TZVPD" homo_lumo_gap_ev="9.166 / 8.332" mol_weight_g_mol=68.1 e_homo_ev="-9.0 / -8.4" max_force_ha_per_bohr=0.070 energy_ha=-195.0709 relative_energy_kcal_mol=138.77
C 1.311343 -1.256163 0.248963 3.3 1.0 0.9
C -2.824912 0.053366 0.409219 2.2 -1.1 -0.4
C -1.596578 -0.288812 -0.026614 -0.9 0.9 -0.5
C 0.979841 -0.027657 0.048258 -1.6 -0.9 -0.5
C 1.721665 1.142504 -0.307015 -0.3 1.2 -0.9
H 0.598724 -1.959354 0.268966 -2.2 -2.8 0.4
H 2.380128 -1.503749 0.526273 -1.1 0.1 -0.7
H -2.969661 0.263820 1.451356 -0.7 0.6 0.1
H -3.590437 -0.140177 -0.373533 0.0 0.3 1.2
H -1.639938 -0.669540 -1.025341 1.0 -0.2 -0.7
H 2.748542 0.926765 -0.657539 -0.4 0.0 0.4
H 1.682913 1.772273 0.544897 0.5 1.1 0.7
H 1.198372 1.686722 -1.107896 0.2 -0.1 0.1


No. 10
13
Properties=species:S:1:pos:R:3:forces:R:3 method="wB97M-V/def2-TZVPD" homo_lumo_gap_ev=9.881 mol_weight_g_mol=68.1 e_homo_ev=-8.7 max_force_ha_per_bohr=0.052 energy_ha=-195.2416 relative_energy_kcal_mol=31.63
C -1.703336 -1.200660 -0.185707 -1.5 0.4 -0.6
C -0.766032 -0.757062 0.882249 -0.3 -0.4 0.7
C 0.325359 -0.060547 0.688752 0.3 0.8 -2.4
C 0.745324 0.576426 -0.580374 -1.6 0.4 -0.6
C 1.683716 1.519093 -0.682628 0.5 -1.1 -0.2
H -1.227989 -1.256968 -1.244203 -0.8 -0.1 2.0
H -2.111462 -2.217670 0.164206 0.1 1.6 -1.1
H -2.535224 -0.337302 -0.240119 1.3 -2.3 0.0
H -0.956778 -0.925445 1.963547 -0.4 -0.4 -1.0
H 0.838374 0.213791 1.534609 1.5 0.7 1.8
H 0.028796 0.477225 -1.438096 0.9 -0.2 0.7
H 2.337216 1.606641 0.187148 0.1 0.6 -0.4
H 1.916875 1.976234 -1.660842 -0.1 0.0 0.9


No. 11
13
Properties=species:S:1:pos:R:3:forces:R:3 method="wB97M-V/def2-TZVPD" homo_lumo_gap_ev=10.686 mol_weight_g_mol=68.1 e_homo_ev=-9.4 max_force_ha_per_bohr=0.052 energy_ha=-195.2438 relative_energy_kcal_mol=30.26 smiles="C=CC1CC1"
C -2.102427 0.267169 -0.095389 1.0 -0.2 -0.5
C -1.082376 -0.601786 0.098837 -0.8 -0.8 -0.4
C 0.301328 -0.315427 0.549039 0.7 0.0 0.1
C 1.526825 -0.516829 -0.369415 -2.2 1.4 -0.6
C 1.048295 0.879106 0.068596 0.4 0.2 -0.2
H -1.950313 1.371868 -0.088540 0.0 -1.0 0.3
H -3.102728 -0.037714 -0.436501 0.6 -0.1 0.3
H -1.165505 -1.721674 -0.025367 -0.7 1.3 0.1
H 0.465298 -0.671201 1.582680 0.0 0.4 -0.5
H 1.351436 -0.769154 -1.416158 -0.1 0.0 0.3
H 2.443805 -0.844958 0.020026 0.9 -0.5 0.6
H 1.677089 1.397306 0.784522 0.0 0.0 -0.1
H 0.589273 1.563294 -0.672335 0.2 -0.7 0.5


No. 12
13
Properties=species:S:1:pos:R:3:forces:R:3 method="wB97M-V/def2-TZVPD" homo_lumo_gap_ev=5.233 mol_weight_g_mol=68.1 e_homo_ev=-6.5 max_force_ha_per_bohr=0.127 energy_ha=-194.9211 relative_energy_kcal_mol=232.76
C 0.008593 -1.876577 -0.517723 -1.5 1.7 1.7
C 0.139433 -0.348856 -0.653452 1.5 4.7 0.1
C 0.421155 1.308925 -0.648023 -1.2 -6.1 -1.9
C 0.442429 0.466061 0.522375 0.0 0.8 2.3
C -0.872583 0.697289 1.233119 -0.6 0.0 -0.8
H -0.955591 -2.177125 -0.787840 -1.4 -0.5 -1.1
H 0.793541 -2.448239 -0.801966 2.5 -1.6 -1.0
H 0.543725 -0.823819 -1.587515 -0.2 0.0 -0.9
H 1.051028 1.528475 -1.445617 1.3 1.0 -1.1
H 1.368574 0.137161 1.049761 -0.8 0.4 0.2
H -0.817996 1.373156 2.054897 0.1 0.2 0.9
H -1.499905 1.198102 0.439311 0.3 -0.6 1.1
H -1.317538 -0.268755 1.461181 -0.2 0.0 0.5